# 1
Below is a 14-piece molecular cluster, C8H38O13 overall, with properties calculated with wB97M-V/def2-TZVPD.

The frontier orbital gap comes out at 0.3206 hartree. The value obtained for the energy relative to the best compared isomer or geometry (same formula, charge and spin) is 386.19 kJ/mol. As for the HOMO energy: -9.04 eV.

Cartesian coordinates (Å):
C (-0.5260, 1.5009, -3.4652)
C (-1.6092, 1.1753, -2.4466)
C (-2.2984, 0.0548, -2.6787)
C (-0.8861, 2.9350, -1.0639)
C (-1.9325, 2.1790, -1.3641)
C (-3.3019, 2.0227, -0.8543)
C (-3.6441, 1.4582, 0.2979)
C (-0.8352, 3.8668, 0.1130)
H (-1.1075, 1.8953, -4.2993)
H (0.1768, 2.2555, -3.1396)
H (0.0745, 0.6443, -3.7886)
H (-3.3235, -0.2131, -2.4286)
H (-2.0009, -0.6261, -3.4718)
H (0.0272, 3.1123, -1.5948)
H (-4.0231, 2.2081, -1.6429)
H (-2.8743, 1.2262, 1.0297)
H (-4.6766, 1.2595, 0.5404)
H (-1.7911, 4.2642, 0.4743)
H (-0.2324, 3.5369, 0.9477)
H (-0.3694, 4.8494, -0.1374)
H (4.1709, 3.6851, -1.7693)
H (3.6940, 2.4034, -1.1620)
O (4.3920, 3.0723, -1.0606)
H (0.6743, 0.3850, 5.5167)
H (0.6278, 1.7658, 4.9594)
O (0.0438, 1.0277, 5.1739)
H (-0.4165, -0.3832, -0.1735)
H (0.8902, 0.2370, -0.6600)
O (0.3955, 0.0357, 0.1383)
H (-2.7395, -4.4622, -0.4327)
H (-1.3552, -5.0098, -0.0451)
O (-2.0641, -5.0981, -0.6797)
H (2.7698, 0.1030, -1.5668)
H (3.7197, 0.4695, -2.6637)
O (3.1902, 0.8733, -1.9588)
H (2.6255, 2.3587, 2.8887)
H (1.4324, 3.1800, 2.2695)
O (1.7072, 2.6107, 2.9770)
H (0.4423, -3.6123, -0.3602)
H (0.8445, -2.4962, -1.4516)
O (0.8412, -3.4115, -1.2042)
H (-1.8484, -0.1023, 3.6917)
H (-1.1266, 0.0886, 2.2566)
O (-1.4670, -0.5022, 2.9087)
H (1.5273, -2.0212, 3.3201)
H (0.2163, -2.0763, 3.7851)
O (0.9320, -2.7190, 3.6323)
H (2.5175, -1.3703, 1.0786)
H (3.6775, -2.1695, 0.6627)
O (2.7507, -2.0363, 0.4197)
H (-0.1072, -5.8514, 1.4007)
H (0.0226, -4.6567, 2.2156)
O (-0.6782, -5.2488, 1.8982)
H (-3.2998, -0.7537, -0.1263)
H (-2.9191, -1.4250, 1.2025)
O (-3.4713, -1.5276, 0.4233)
H (3.9125, -2.0140, -3.4867)
H (4.3818, -1.6674, -2.0859)
O (4.2473, -1.2857, -2.9598)

Forces on atoms 1 to 2 (eV/Å):
-0.01 -0.01 0.30
-0.25 -0.10 -0.45

***

# 2
Below is C29H25F3N2O4S5V as an isolated structure, with properties calculated with wB97M-V/def2-TZVPD.

The frontier orbital gap (spin up / spin down) comes out at 0.2485 / 0.2531 hartree. As for the spin multiplicity: 2. The value obtained for the energy relative to the best compared isomer or geometry (same formula, charge and spin) is 44.71 kJ/mol. As for the HOMO energy (spin up / spin down): -8.18 / -8.38 eV.

Cartesian coordinates (Å):
V (0.9681, 0.0598, 0.7031)
S (-1.2585, 0.1857, 1.2077)
C (-1.1223, 1.7861, 1.9086)
C (-2.2218, 2.6873, 1.6979)
N (-3.1069, 3.3852, 1.4702)
C (-0.0132, 2.1509, 2.5919)
S (1.3475, 1.0686, 2.7925)
C (0.0856, 3.4584, 3.1842)
N (0.1849, 4.4979, 3.6633)
C (-3.9248, 1.6280, -1.6594)
C (-2.8016, 2.1233, -2.5684)
S (-1.1583, 1.3913, -2.2574)
C (-0.9319, 0.4316, -3.7839)
C (-1.7572, -0.8427, -3.9385)
S (-1.4988, -2.0695, -2.6327)
C (-3.1720, -2.3361, -1.9870)
C (-3.7429, -1.2019, -1.1376)
S (-4.6334, 0.0279, -2.1356)
H (-4.7611, 2.3263, -1.7030)
H (-3.5962, 1.5831, -0.6220)
H (-2.6668, 3.1962, -2.4218)
H (-3.0653, 1.9450, -3.6106)
H (0.1385, 0.2101, -3.7911)
H (-1.1398, 1.0804, -4.6375)
H (-1.5153, -1.3023, -4.8986)
H (-2.8156, -0.5901, -3.9264)
H (-3.0672, -3.2346, -1.3758)
H (-3.8355, -2.5820, -2.8174)
H (-2.9451, -0.6945, -0.6014)
H (-4.4457, -1.6069, -0.4081)
C (3.6126, 4.8408, -3.1858)
O (3.9530, 3.5746, -3.7494)
C (3.4639, 2.4761, -3.1642)
C (3.7648, 1.2577, -3.8140)
C (3.2848, 0.0918, -3.3023)
C (2.5001, 0.0548, -2.1192)
C (1.9056, -1.1735, -1.6836)
C (2.1704, -2.4752, -2.3693)
O (1.1237, -1.2362, -0.6956)
C (2.2690, 1.2892, -1.4654)
O (1.5741, 1.3518, -0.3285)
C (2.7171, 2.4920, -1.9990)
H (4.0887, 5.5827, -3.8179)
H (3.9951, 4.9255, -2.1680)
H (2.5314, 4.9837, -3.1924)
H (4.3567, 1.2848, -4.7171)
H (3.5098, -0.8307, -3.8170)
H (2.1874, -2.3865, -3.4528)
H (1.4007, -3.1847, -2.0798)
H (3.1433, -2.8454, -2.0345)
H (2.4648, 3.3995, -1.4738)
O (3.3629, -1.4120, 1.3692)
C (2.1776, -1.3606, 1.5282)
F (-5.4009, -5.0083, 4.3199)
C (-4.3181, -5.7895, 4.1968)
F (-4.1152, -6.3868, 5.3869)
F (-4.6215, -6.7647, 3.3194)
C (-3.1016, -5.0173, 3.7591)
C (-1.9565, -5.7283, 3.4169)
C (-0.8245, -5.0499, 3.0113)
C (-0.8409, -3.6551, 2.9452)
C (-1.9904, -2.9477, 3.2895)
C (-3.1241, -3.6334, 3.6979)
C (0.3209, -2.9338, 2.5158)
C (1.3023, -2.3180, 2.1728)
H (-1.9559, -6.8091, 3.4654)
H (0.0727, -5.5877, 2.7379)
H (-1.9885, -1.8681, 3.2248)
H (-4.0210, -3.0918, 3.9622)

Forces on atoms 1 to 2 (eV/Å):
-0.38 0.62 1.94
-0.19 0.07 -0.26

***

# 3
Below is C2H2LiLuO2 as an isolated structure, with properties calculated with wB97M-V/def2-TZVPD.

The frontier orbital gap comes out at 0.2326 hartree. The value obtained for the energy relative to the best compared isomer or geometry (same formula, charge and spin) is 377.24 kJ/mol. As for the HOMO energy: -16.32 eV. As for the charge: +2.

Cartesian coordinates (Å):
H (0.1276, -0.5866, -2.2923)
O (-1.6891, 0.4015, 0.9428)
C (-0.9763, -0.1261, 0.1023)
C (0.5229, -0.1571, 0.2060)
O (1.1847, 0.7852, 0.6712)
Li (1.7610, 1.2027, 2.3683)
Lu (-1.8625, -0.3286, -2.2576)
H (0.9318, -1.1911, 0.2595)

Forces on atoms 1 to 2 (eV/Å):
-1.42 0.25 -0.54
1.52 -0.94 -0.59